No. 1
{
  "formula": "C4H6O2",
  "method": "ωB97M-V/def2-TZVPD",
  "gap_ev": 9.35,
  "energy_ha": -306.397120,
  "de_lowest_kj_mol": 286.6,
  "smiles": "O=C=CO.C=C",
  "symbols": ["O", "C", "C", "O", "H", "H", "C", "C", "H", "H", "H", "H"],
  "coordinates": [[-0.38732, -1.81778, -1.11387], [-0.81895, -0.75608, -0.87796], [-1.37991, 0.41808, -0.62846], [-2.56154, 0.74823, -1.27981], [-0.86941, 1.14726, -0.01179], [-3.29623, 0.45470, -0.72632], [1.26444, -0.21813, 1.34201], [1.87178, 0.15978, 0.22116], [0.96190, 0.49952, 2.10165], [1.04395, -1.26375, 1.54491], [2.16931, -0.56244, -0.53579], [2.09239, 1.20353, 0.01026]],
  "lowdin_charge": [0.16, -0.18, -0.20, -0.03, 0.10, 0.10, -0.09, -0.08, 0.06, 0.06, 0.06, 0.06]
}

***

No. 2
{
  "formula": "C51H38As2CdF3N3O12",
  "method": "ωB97M-V/def2-TZVPD",
  "gap_ev": [4.33, 2.93],
  "charge": -2,
  "energy_ha": -7971.919255,
  "de_lowest_kj_mol": 271.1,
  "symbols": ["Cd", "O", "C", "C", "C", "C", "C", "C", "C", "O", "N", "O", "O", "H", "H", "H", "H", "C", "C", "As", "C", "C", "C", "C", "C", "C", "C", "C", "C", "C", "C", "C", "As", "C", "C", "C", "C", "C", "C", "C", "C", "C", "C", "C", "C", "H", "H", "H", "H", "H", "H", "H", "H", "H", "H", "H", "H", "H", "H", "H", "H", "H", "H", "H", "H", "H", "H", "H", "H", "F", "C", "F", "F", "C", "C", "C", "C", "C", "C", "C", "C", "H", "H", "H", "H", "O", "C", "O", "C", "C", "C", "C", "C", "C", "N", "O", "O", "N", "O", "O", "H", "H", "H", "C", "C", "O", "O", "H", "H", "H"],
  "coordinates": [[1.21482, 1.71127, -0.24781], [1.61539, -0.51301, -0.70088], [2.60652, -0.92532, -1.30569], [3.50318, -0.12028, -2.03995], [4.67822, -0.74046, -2.37425], [5.63467, 0.04836, -3.01247], [5.38670, 1.37010, -3.46419], [4.14318, 1.83438, -3.33818], [3.19018, 1.24139, -2.47878], [2.07656, 1.83600, -2.26529], [6.91431, -0.47373, -3.09042], [7.85202, 0.34364, -3.19849], [7.08658, -1.72665, -2.95155], [2.68676, -1.97234, -1.29688], [5.01738, -1.74819, -2.10133], [6.15225, 1.99858, -3.94897], [3.87538, 2.86369, -3.72645], [-0.87132, -1.89700, 1.36550], [-2.20899, -1.40578, 0.83502], [-2.56292, -1.39552, -1.09108], [-4.40054, -1.35408, -1.68248], [-5.03451, -2.55952, -1.98993], [-6.40828, -2.49526, -2.22378], [-7.01990, -1.25590, -2.44023], [-6.29490, -0.05953, -2.31742], [-5.01530, -0.09045, -1.87668], [-1.92017, -3.14504, -1.65480], [-0.93385, -3.26905, -2.61745], [-0.47023, -4.49347, -3.06574], [-1.11515, -5.66640, -2.59818], [-2.20591, -5.58167, -1.70865], [-2.46403, -4.33377, -1.07613], [-0.92686, -3.63907, 2.35840], [-2.32130, -3.10556, 3.61470], [-2.34796, -1.89429, 4.38651], [-3.58588, -1.44986, 4.92108], [-4.77784, -2.16952, 4.75480], [-4.68979, -3.36249, 3.99098], [-3.48618, -3.85071, 3.47326], [0.68815, -3.21530, 3.43111], [1.76522, -2.71518, 2.71041], [2.92656, -2.42099, 3.43810], [2.91663, -2.39788, 4.84156], [1.78363, -2.85355, 5.51059], [0.70247, -3.39438, 4.81142], [-0.33142, -1.08686, 1.94259], [-0.29570, -2.09873, 0.47489], [-2.37697, -0.28335, 0.92936], [-3.12616, -1.83481, 1.32999], [-4.48225, -3.45612, -1.82187], [-7.08115, -3.35048, -2.18993], [-8.01609, -1.29164, -2.77460], [-6.74169, 0.87488, -2.60586], [-4.50933, 0.87319, -1.68746], [-0.49935, -2.34513, -3.07925], [0.29459, -4.57928, -3.84138], [-0.68527, -6.64014, -2.89663], [-2.75633, -6.45683, -1.39112], [-3.22763, -4.26741, -0.32707], [-1.49594, -1.27781, 4.58161], [-3.53099, -0.64312, 5.55678], [-5.68425, -1.85837, 5.22385], [-5.57955, -3.97860, 3.72914], [-3.47633, -4.77273, 2.88160], [1.72681, -2.63659, 1.60736], [3.86777, -2.24455, 2.89996], [3.70253, -1.88747, 5.42948], [1.80068, -2.88159, 6.62109], [-0.20918, -3.73523, 5.28466], [-2.44857, 6.29360, -6.31327], [-2.05863, 5.08837, -6.80992], [-0.77278, 5.20887, -7.32556], [-2.90347, 4.79016, -7.89869], [-2.11645, 3.97780, -5.79875], [-1.31230, 4.12185, -4.65241], [-1.21968, 3.13395, -3.65482], [-2.01458, 1.95722, -3.82153], [-2.84332, 1.85396, -5.01288], [-2.87053, 2.81744, -5.99717], [-2.03797, 0.99035, -2.85403], [-2.04313, -0.10067, -2.32553], [-0.75572, 5.07602, -4.61157], [-0.57701, 3.23068, -2.80148], [-3.49283, 1.01845, -5.14730], [-3.57645, 2.66022, -6.88077], [3.08774, 1.25957, 1.23503], [3.46356, 2.45835, 1.29194], [3.26340, 3.41068, 0.45311], [4.30125, 2.84031, 2.48938], [4.08715, 2.19512, 3.74231], [4.42559, 2.96002, 4.85998], [5.28671, 4.06902, 4.83034], [5.82863, 4.34875, 3.57209], [5.30657, 3.78986, 2.39020], [6.85497, 5.32757, 3.45641], [7.00996, 6.03861, 4.46830], [7.43663, 5.34539, 2.37082], [3.84250, 2.52966, 6.12758], [3.97726, 3.30947, 7.08989], [3.32175, 1.38538, 6.12330], [3.52740, 1.28409, 3.92063], [5.58210, 4.54051, 5.73041], [5.69204, 4.10478, 1.44932], [-2.57163, 2.91866, 0.66400], [-1.19829, 2.46663, 0.45434], [-0.47679, 3.21030, -0.26011], [-0.77939, 1.34080, 0.91491], [-3.18261, 2.70458, -0.20645], [-2.60851, 3.99426, 0.82745], [-3.07632, 2.35191, 1.47400]],
  "lowdin_charge": [1.49, -0.09, -0.21, -0.13, 0.06, -0.20, 0.00, -0.02, -0.34, -0.14, -0.34, 0.03, -0.01, 0.11, 0.14, 0.13, 0.14, -0.43, -0.37, 1.33, -0.29, -0.08, -0.08, -0.08, -0.09, -0.10, -0.32, -0.12, -0.08, -0.08, -0.08, -0.12, 1.29, -0.44, -0.06, -0.08, -0.08, -0.10, -0.18, -0.43, -0.13, -0.07, -0.08, -0.09, -0.13, 0.10, 0.02, 0.06, 0.08, 0.06, 0.10, 0.08, 0.10, 0.11, 0.11, 0.11, 0.10, 0.09, 0.08, 0.10, 0.07, 0.08, 0.10, 0.08, 0.10, 0.11, 0.12, 0.11, 0.09, 0.11, -0.49, 0.08, 0.05, -0.18, -0.02, 0.00, -0.24, -0.04, -0.06, -0.14, -0.19, 0.12, 0.08, 0.09, 0.13, -0.09, -0.65, -0.07, -0.13, 0.06, -0.15, 0.07, -0.17, 0.02, -0.35, 0.03, 0.04, -0.46, -0.12, -0.14, 0.10, 0.10, 0.11, -0.02, -0.74, -0.10, -0.13, 0.07, 0.09, 0.09]
}

***

No. 3
{
  "formula": "C37H48N5P2SSiV",
  "method": "ωB97M-V/def2-TZVPD",
  "gap_ev": [7.57, 7.74],
  "spin_multiplicity": 4,
  "charge": 1,
  "energy_ha": -4026.841353,
  "de_lowest_kj_mol": 0.0,
  "symbols": ["V", "C", "S", "C", "C", "C", "N", "P", "C", "C", "C", "C", "C", "C", "C", "C", "C", "C", "C", "C", "P", "C", "C", "C", "C", "C", "C", "C", "C", "C", "C", "C", "C", "H", "H", "H", "H", "H", "H", "H", "H", "H", "H", "H", "H", "H", "H", "H", "H", "H", "H", "H", "H", "H", "H", "H", "H", "H", "H", "H", "H", "H", "C", "C", "C", "C", "C", "C", "N", "N", "Si", "C", "C", "C", "H", "H", "H", "H", "H", "H", "H", "H", "H", "H", "H", "H", "H", "H", "H", "N", "N", "H", "H", "H", "H"],
  "coordinates": [[-0.02644, 0.63517, 0.10587], [-6.64777, -2.46458, 3.03557], [-6.29702, -3.47726, 1.58962], [-6.36765, -2.20110, 0.30802], [-5.22303, -1.19319, 0.35280], [-3.88709, -1.84703, 0.03693], [-2.74408, -0.92193, 0.08264], [-1.94682, -0.30739, -1.29002], [-3.27972, 0.26856, -2.36573], [-3.66400, 1.60558, -2.26894], [-4.75048, 2.07921, -2.98729], [-5.45564, 1.21698, -3.81648], [-5.06833, -0.11096, -3.93418], [-3.98160, -0.58530, -3.21450], [-1.23843, -1.74798, -2.13236], [-0.76953, -1.60647, -3.43950], [-0.11443, -2.65547, -4.06181], [0.08353, -3.85261, -3.38386], [-0.37747, -3.99863, -2.08487], [-1.03567, -2.94847, -1.45758], [-1.87450, -0.44858, 1.46474], [-1.80089, -1.92699, 2.50078], [-0.68270, -2.74859, 2.35199], [-0.60227, -3.95372, 3.03153], [-1.63819, -4.34281, 3.87012], [-2.75183, -3.52992, 4.02747], [-2.83600, -2.32704, 3.34403], [-2.90143, 0.73155, 2.39627], [-2.58725, 1.00700, 3.72882], [-3.22491, 2.03999, 4.39865], [-4.17486, 2.81436, 3.74372], [-4.48355, 2.55549, 2.41654], [-3.84388, 1.52211, 1.74195], [-6.68752, -3.13310, 3.89414], [-7.61519, -1.97258, 2.93840], [-5.87606, -1.71703, 3.21860], [-7.33010, -1.69272, 0.38177], [-6.36543, -2.73620, -0.64436], [-5.18204, -0.72267, 1.33876], [-5.41563, -0.39586, -0.37330], [-3.91838, -2.28533, -0.96436], [-3.70252, -2.67154, 0.72940], [-3.10137, 2.28517, -1.63701], [-5.03978, 3.11906, -2.91208], [-6.30145, 1.58402, -4.38270], [-5.61024, -0.77767, -4.59178], [-3.67414, -1.61862, -3.32164], [-0.91935, -0.67529, -3.97580], [0.24476, -2.54058, -5.07607], [0.59599, -4.67076, -3.87217], [-0.23111, -4.93181, -1.55692], [-1.39784, -3.07274, -0.44402], [0.12940, -2.43729, 1.70236], [0.26841, -4.58515, 2.91305], [-1.57619, -5.28270, 4.40257], [-3.55923, -3.83828, 4.67833], [-3.70966, -1.69838, 3.46621], [-1.85119, 0.40468, 4.24972], [-2.98471, 2.23979, 5.43466], [-4.67610, 3.61549, 4.27043], [-5.22860, 3.15175, 1.90550], [-4.09525, 1.31335, 0.70742], [1.95681, -0.24447, 3.25700], [2.66160, 0.28768, 2.04442], [4.01936, 0.51247, 2.02359], [4.59772, 0.97421, 0.83472], [3.83327, 1.22106, -0.27735], [2.44004, 1.00944, -0.20121], [1.90575, 0.51704, 0.96006], [1.49722, 1.23361, -1.14245], [1.72869, 1.98136, -2.69247], [2.80336, 3.51469, -2.56992], [2.47061, 0.77745, -3.91468], [0.02052, 2.49402, -3.27353], [2.55083, -0.08960, 4.15567], [1.77337, -1.31624, 3.15608], [0.98528, 0.23744, 3.38644], [4.61779, 0.32746, 2.90335], [5.66669, 1.14360, 0.79472], [4.27659, 1.58113, -1.19374], [3.86584, 3.29461, -2.68724], [2.67053, 4.01326, -1.60675], [2.53881, 4.22868, -3.35377], [3.44436, 0.42059, -3.57015], [2.61612, 1.23921, -4.89416], [1.82924, -0.09757, -4.04196], [-0.34237, 3.37510, -2.73445], [-0.71787, 1.69775, -3.14851], [0.03512, 2.75833, -4.33377], [0.00436, 3.23055, 1.59227], [-0.80511, 2.60303, 0.57749], [-0.47166, 4.04742, 1.96147], [0.11894, 2.56283, 2.34649], [-0.65841, 3.13570, -0.27618], [-1.79433, 2.65206, 0.81624]],
  "lowdin_charge": [0.57, -0.41, 0.81, -0.49, -0.25, -0.24, -0.44, 0.94, -0.36, -0.11, -0.07, -0.06, -0.06, -0.08, -0.36, -0.10, -0.07, -0.07, -0.06, -0.08, 0.94, -0.35, -0.11, -0.06, -0.06, -0.06, -0.09, -0.36, -0.10, -0.07, -0.07, -0.07, -0.13, 0.04, 0.04, 0.01, 0.08, 0.08, 0.08, 0.11, 0.11, 0.09, 0.09, 0.11, 0.11, 0.11, 0.11, 0.11, 0.11, 0.11, 0.11, 0.09, 0.09, 0.11, 0.11, 0.11, 0.09, 0.11, 0.11, 0.11, 0.11, 0.08, -0.02, -0.33, -0.04, -0.05, -0.02, -0.42, 0.02, -0.14, 0.39, -0.17, -0.16, -0.17, 0.08, 0.07, 0.06, 0.11, 0.11, 0.09, 0.03, 0.04, 0.03, 0.03, 0.04, 0.01, 0.03, -0.01, 0.04, 0.00, -0.12, 0.08, 0.06, 0.09, 0.07]
}